{
  "formula": "C15H22N2O5S",
  "method": "ωB97M-V with the def2-TZVPD basis set",
  "elements": ["C", "C", "C", "C", "C", "N", "C", "O", "C", "N", "C", "C", "C", "C", "C", "C", "O", "C", "O", "S", "C", "O", "O", "H", "H", "H", "H", "H", "H", "H", "H", "H", "H", "H", "H", "H", "H", "H", "H", "H", "H", "H", "H", "H", "H"],
  "coordinates": [[6.068, 0.923, 0.492], [5.429, -0.405, 0.105], [3.950, -0.451, 0.487], [3.304, -1.779, 0.093], [1.825, -1.844, 0.472], [1.040, -0.919, -0.315], [-0.006, -1.289, -1.067], [-0.474, -2.410, -1.092], [-0.590, -0.130, -1.897], [-1.242, 0.896, -1.109], [-2.560, 0.713, -0.658], [-3.310, 1.825, -0.286], [-4.621, 1.706, 0.168], [-5.161, 0.446, 0.222], [-4.415, -0.670, -0.159], [-3.116, -0.574, -0.592], [-5.176, -1.797, -0.011], [-6.432, -1.358, 0.462], [-6.411, 0.045, 0.618], [-0.287, 2.053, -0.376], [-0.409, 1.665, 1.388], [-0.805, 3.366, -0.591], [1.066, 1.817, -0.804], [6.005, 1.079, 1.567], [5.559, 1.747, -0.003], [7.116, 0.942, 0.203], [5.526, -0.553, -0.972], [5.957, -1.222, 0.601], [3.854, -0.310, 1.566], [3.436, 0.378, -0.004], [3.826, -2.597, 0.593], [3.401, -1.929, -0.984], [1.420, -2.842, 0.285], [1.707, -1.611, 1.537], [1.393, 0.026, -0.424], [0.219, 0.360, -2.442], [-1.311, -0.536, -2.610], [-2.868, 2.804, -0.366], [-5.193, 2.573, 0.451], [-2.569, -1.460, -0.861], [-6.647, -1.833, 1.432], [-7.216, -1.637, -0.260], [0.275, 2.319, 1.913], [-1.428, 1.845, 1.703], [-0.134, 0.627, 1.524]],
  "homo_ha": -0.2941,
  "homo_lumo_gap_ev": 8.64,
  "energy_ev": -39964.528,
  "max_force_ha_per_bohr": 0.0247,
  "smiles": "CCCCCNC(=O)CN(c1ccc2c(c1)OCO2)S(C)(=O)=O"
}

---

{
  "formula": "C16H19ClFN3O2S",
  "method": "ωB97M-V with the def2-TZVPD basis set",
  "elements": ["O", "C", "C", "C", "C", "C", "O", "N", "C", "C", "N", "C", "S", "N", "C", "C", "C", "C", "F", "C", "Cl", "C", "C", "C", "H", "H", "H", "H", "H", "H", "H", "H", "H", "H", "H", "H", "H", "H", "H", "H", "H", "H", "H"],
  "coordinates": [[-1.812, -2.338, 1.714], [-2.073, -1.447, 0.927], [-3.531, -1.076, 0.669], [-4.060, -1.571, -0.699], [-4.972, -0.425, -1.169], [-4.991, 0.524, 0.039], [-3.763, 0.319, 0.704], [-1.105, -0.826, 0.215], [-1.242, 0.316, -0.657], [-0.654, 1.557, 0.018], [0.730, 1.308, 0.363], [1.641, 2.300, 0.264], [1.245, 3.858, -0.124], [2.963, 2.021, 0.534], [3.714, 0.934, 0.100], [3.260, 0.061, -0.890], [4.043, -1.002, -1.291], [5.288, -1.198, -0.720], [6.037, -2.238, -1.121], [5.768, -0.323, 0.250], [7.329, -0.558, 0.941], [4.980, 0.740, 0.654], [0.892, 0.144, 1.216], [0.280, -1.089, 0.548], [-4.105, -1.558, 1.476], [-3.240, -1.742, -1.395], [-4.603, -2.506, -0.579], [-5.972, -0.768, -1.421], [-4.550, 0.077, -2.040], [-5.051, 1.579, -0.228], [-5.825, 0.272, 0.710], [-2.286, 0.505, -0.887], [-0.696, 0.106, -1.585], [-0.698, 2.416, -0.652], [-1.238, 1.782, 0.918], [3.498, 2.853, 0.749], [2.308, 0.238, -1.362], [3.709, -1.683, -2.058], [5.351, 1.421, 1.403], [1.942, -0.030, 1.438], [0.357, 0.327, 2.158], [0.307, -1.938, 1.233], [0.827, -1.342, -0.365]],
  "homo_ha": -0.3043,
  "homo_lumo_gap_ev": 8.80,
  "energy_ev": -51541.242,
  "max_force_ha_per_bohr": 0.0142,
  "smiles": "O=C([C@@H]1CCCO1)N1CCN(C(=S)Nc2ccc(F)c(Cl)c2)CC1"
}

---

{
  "formula": "C3H9N4",
  "method": "ωB97M-V with the def2-TZVPD basis set",
  "elements": ["C", "N", "N", "C", "N", "C", "N", "H", "H", "H", "H", "H", "H", "H", "H", "H"],
  "coordinates": [[-2.682, -0.716, -0.002], [-1.884, 0.541, -0.029], [-0.598, 0.827, -0.088], [0.618, 0.509, 0.090], [1.382, 1.735, 0.018], [1.351, -0.749, 0.107], [2.644, -0.920, 0.049], [-3.570, -0.643, -0.635], [-3.047, -0.831, 0.992], [-2.200, -1.690, -0.155], [-2.446, 1.326, -0.255], [2.232, 1.683, -0.493], [0.864, 2.561, -0.094], [0.748, -1.740, 0.109], [3.307, -0.128, 0.250], [3.279, -1.764, 0.136]],
  "homo_ha": [-0.4516, -0.4516],
  "homo_lumo_gap_ev": [7.12, 7.12],
  "energy_ev": -9207.701,
  "max_force_ha_per_bohr": 0.0971,
  "charge": 1,
  "smiles": "C/[NH+]=N\\C(N)=C\\N"
}

---

{
  "formula": "CH3N3S",
  "method": "ωB97M-V with the def2-TZVPD basis set",
  "elements": ["N", "N", "S", "C", "N", "H", "H", "H"],
  "coordinates": [[-1.263, -0.509, -0.405], [-2.258, -0.026, -0.191], [-3.554, 0.694, 0.006], [1.497, 0.010, 0.505], [0.906, 0.502, -0.551], [1.981, -0.980, 0.415], [1.744, 0.611, 1.435], [0.947, -0.302, -1.215]],
  "homo_ha": -0.3551,
  "homo_lumo_gap_ev": 10.16,
  "energy_ev": -16388.723,
  "max_force_ha_per_bohr": 0.0974,
  "smiles": "N#[N+][S-].C=N"
}